# 1
The following is a DFT calculation (wB97M-V/def2-TZVPD) of one molecule with the formula C3H5N3.

The geometry in XYZ format:
```
11
C3H5N3 | the OMol25 dataset | wB97M-V/def2-TZVPD
C -2.206 -0.182 0.126
C 0.098 0.072 0.411
C 1.224 0.532 -0.098
N 2.416 -0.274 -0.252
N 2.602 -1.381 0.210
N -0.984 -0.144 0.918
H -2.032 -0.432 -0.927
H -2.607 0.835 0.186
H -2.936 -0.858 0.573
H 1.289 1.586 -0.347
H 3.137 0.246 -0.800
```

## Properties
Energy above the lowest of the compared OMol25 structures with the same formula, charge and spin: 102.0 kcal/mol
Highest occupied orbital energy: -8.051 eV
Gap between HOMO and LUMO: 8.701 eV
Lowest unoccupied orbital energy: 0.65 eV


# 2
The following is a DFT calculation (wB97M-V/def2-TZVPD) of a 2-piece molecular cluster, C2HNOS2 overall at a distorted geometry.

The geometry in XYZ format:
```
7
C2HNOS2 | the OMol25 dataset | wB97M-V/def2-TZVPD
C -0.234 -1.675 0.477
N 0.706 -2.319 0.774
S 1.925 -3.220 1.049
H -0.985 -1.183 -0.007
O 1.691 0.190 -1.032
C 2.461 1.042 -0.824
S 3.417 2.218 -0.478
```

## Properties
Energy above the lowest of the compared OMol25 structures with the same formula, charge and spin: 13.1 kcal/mol
Highest occupied orbital energy: -8.633 eV
Gap between HOMO and LUMO: 9.179 eV
SMILES: C#[N+][S-].O=C=S
Lowest unoccupied orbital energy: 0.55 eV


# 3
The following is a DFT calculation (wB97M-V/def2-TZVPD) of one molecule with the formula C12H13N3O2S2.

The geometry in XYZ format:
```
32
C12H13N3O2S2 | the OMol25 dataset | wB97M-V/def2-TZVPD
O 1.335 -0.182 0.907
C 1.469 -0.707 -0.183
C 2.665 -0.505 -1.096
C 3.154 0.902 -1.033
C 3.368 1.764 -2.063
C 3.836 3.026 -1.635
C 3.967 3.098 -0.287
S 3.512 1.635 0.492
N 0.565 -1.601 -0.640
N -0.579 -1.822 0.123
C -1.745 -2.110 -0.501
S -1.770 -2.505 -2.112
N -2.862 -2.178 0.253
C -2.986 -1.670 1.610
C -2.958 -0.173 1.660
C -1.955 0.730 1.871
C -2.543 2.011 1.733
C -3.853 1.793 1.443
O -4.115 0.478 1.395
H 3.447 -1.187 -0.743
H 2.414 -0.771 -2.124
H 3.204 1.507 -3.095
H 4.062 3.836 -2.304
H 4.294 3.929 0.306
H 0.452 -1.923 -1.600
H -0.546 -1.274 0.979
H -3.711 -2.328 -0.272
H -3.942 -2.025 2.000
H -2.182 -2.083 2.224
H -0.927 0.536 2.107
H -2.050 2.955 1.834
H -4.669 2.462 1.257
```

## Properties
Energy above the lowest of the compared OMol25 structures with the same formula, charge and spin: 3.5 kcal/mol
Highest occupied orbital energy: -8.592 eV
Gap between HOMO and LUMO: 9.284 eV
SMILES: O=C(Cc1cccs1)NNC(=S)NCc1ccco1
Lowest unoccupied orbital energy: 0.69 eV


# 4
The following is a DFT calculation (wB97M-V/def2-TZVPD) of C7H12NO2 as an isolated structure at a distorted geometry.

The geometry in XYZ format:
```
22
C7H12NO2 | the OMol25 dataset | wB97M-V/def2-TZVPD
C 1.310 -1.140 2.151
C 0.270 -0.474 1.639
C 1.876 -1.983 1.138
C 0.124 -0.843 0.180
C -2.232 -0.072 -0.170
C 2.222 0.949 -0.724
C -1.256 -1.269 -0.214
N 0.770 0.551 -0.891
O 2.683 -2.853 1.209
O 1.073 -1.802 -0.048
H 1.688 -0.964 3.135
H -0.143 0.356 2.180
H -2.106 0.410 0.740
H -3.230 -0.480 -0.185
H -2.345 0.641 -1.036
H 2.909 0.248 -0.356
H 2.642 1.334 -1.780
H 2.329 1.958 -0.138
H -1.223 -1.834 -1.235
H -1.528 -1.991 0.606
H 0.644 0.150 -1.794
H 0.127 1.310 -0.725
```

## Properties
Charge: +1
Energy above the lowest of the compared OMol25 structures with the same formula, charge and spin: 51.1 kcal/mol
Highest occupied orbital energy: -14.933 eV
Gap between HOMO and LUMO: 10.261 eV
Lowest unoccupied orbital energy: -4.67 eV


# 5
The following is a DFT calculation (wB97M-V/def2-TZVPD) of one molecule with the formula C9H9F3O2 at a distorted geometry.

The geometry in XYZ format:
```
23
C9H9F3O2 | the OMol25 dataset | wB97M-V/def2-TZVPD
C 3.338 1.385 -0.271
C 2.186 0.428 0.156
C 2.503 -0.926 0.342
C 1.443 -1.876 0.730
C 0.095 -1.393 0.793
C -0.151 -0.082 0.391
O -1.423 0.433 0.542
C -2.461 -0.127 -0.194
O -2.166 -0.478 -1.468
F -2.835 -1.343 0.447
C -3.625 0.836 -0.151
F -3.875 1.068 1.123
F -4.635 0.340 -0.923
C 0.833 0.829 0.157
H 3.938 0.967 -0.989
H 3.067 2.363 -0.782
H 4.088 1.633 0.499
H 3.500 -1.269 0.156
H 1.750 -2.988 0.752
H -0.751 -2.056 0.941
H -2.195 -1.432 -1.532
H -3.291 1.823 -0.659
H 0.668 1.864 -0.060
```

## Properties
Energy above the lowest of the compared OMol25 structures with the same formula, charge and spin: 0.0 kcal/mol
Highest occupied orbital energy: -9.202 eV
Gap between HOMO and LUMO: 9.976 eV
SMILES: Cc1cccc(O[C@@](O)(F)C(F)F)c1
Lowest unoccupied orbital energy: 0.77 eV


# 6
The following is a DFT calculation (wB97M-V/def2-TZVPD) of C28H22IMnN4O2Se as an isolated structure.

The geometry in XYZ format:
```
59
C28H22IMnN4O2Se | the OMol25 dataset | wB97M-V/def2-TZVPD
Mn -0.392 0.362 0.512
C -0.677 3.828 0.831
C -1.107 2.476 1.305
C -2.183 1.802 0.709
C -2.609 0.535 1.148
C -3.778 -0.156 0.507
C -1.910 -0.067 2.208
C -0.801 0.547 2.804
C -0.038 -0.094 3.919
C -0.391 1.798 2.302
H 0.129 3.724 0.102
H -0.300 4.424 1.660
H -1.503 4.361 0.364
H -2.714 2.276 -0.107
H -3.448 -0.832 -0.285
H -4.462 0.567 0.066
H -4.324 -0.747 1.240
H -2.219 -1.047 2.551
H 1.017 -0.185 3.653
H -0.437 -1.074 4.173
H -0.097 0.536 4.808
H 0.501 2.257 2.713
Se -2.384 -5.179 -4.308
N -2.364 -3.408 -4.435
C -1.893 -2.948 -3.306
C -1.722 -1.525 -3.029
C -1.982 -0.497 -3.936
C -1.729 0.806 -3.553
C -1.243 1.067 -2.278
N -1.020 0.097 -1.393
C -1.239 -1.174 -1.774
C -0.865 -2.162 -0.792
N -0.352 -1.653 0.343
C 0.116 -2.497 1.260
C 0.053 -3.875 1.094
C -0.497 -4.401 -0.059
C -0.963 -3.526 -1.040
C -1.520 -3.933 -2.327
N -1.696 -5.181 -2.670
H -2.357 -0.735 -4.923
H -1.894 1.629 -4.234
H -1.008 2.074 -1.962
H 0.565 -2.056 2.138
H 0.447 -4.518 1.868
H -0.557 -5.469 -0.222
I 7.848 2.899 -0.017
C 5.883 2.264 0.080
C 5.534 1.234 0.953
C 4.223 0.809 1.016
C 3.257 1.414 0.210
C 3.611 2.442 -0.666
C 4.923 2.867 -0.731
C 1.879 0.973 0.284
O 1.468 0.044 1.063
O 0.927 1.485 -0.401
H 6.288 0.771 1.574
H 3.942 0.008 1.687
H 2.859 2.900 -1.295
H 5.205 3.662 -1.407
```

## Properties
Charge: +2
Highest occupied orbital energy: -13.154 eV
Gap between HOMO and LUMO: 6.708 eV
Lowest unoccupied orbital energy: -6.45 eV


# 7
The following is a DFT calculation (wB97M-V/def2-TZVPD) of C4H7BrN as an isolated structure at a distorted geometry.

The geometry in XYZ format:
```
13
C4H7BrN | the OMol25 dataset | wB97M-V/def2-TZVPD
C -0.269 -1.487 -0.434
C -0.350 -2.666 0.045
C 0.708 1.175 0.486
C -0.165 -0.174 -0.758
N -0.006 2.319 0.434
Br -0.905 -4.228 -0.888
H 0.111 -2.766 1.091
H 0.479 0.821 1.604
H 1.681 1.298 0.253
H 0.575 0.087 -1.574
H -1.099 0.413 -0.939
H -0.946 2.159 0.898
H 0.185 3.049 -0.217
```

## Properties
Charge: +1
Energy above the lowest of the compared OMol25 structures with the same formula, charge and spin: 70.0 kcal/mol
Highest occupied orbital energy: -13.891 eV
Gap between HOMO and LUMO: 7.800 eV
Lowest unoccupied orbital energy: -6.09 eV


# 8
The following is a DFT calculation (wB97M-V/def2-TZVPD) of C49H44N5O8PSTi as an isolated structure at a distorted geometry.

The geometry in XYZ format:
```
109
C49H44N5O8PSTi | the OMol25 dataset | wB97M-V/def2-TZVPD
Ti -1.024 -0.129 -1.316
C -3.673 -2.501 -4.601
O -2.336 -2.184 -5.124
C -1.741 -1.509 -4.172
N -2.350 -1.221 -3.093
C -3.667 -1.935 -3.162
C -3.735 -2.985 -2.078
C -4.918 -3.184 -1.381
C -4.987 -4.142 -0.376
C -3.869 -4.899 -0.057
C -2.680 -4.703 -0.751
C -2.616 -3.751 -1.759
C -0.294 -1.280 -4.265
C 0.495 -1.352 -5.397
C 1.870 -1.247 -5.236
C 2.404 -1.126 -3.954
C 1.520 -1.074 -2.899
N 0.205 -1.119 -3.052
C 1.862 -1.059 -1.469
N 0.946 -1.130 -0.570
C 1.669 -1.239 0.739
C 3.147 -1.024 0.335
O 3.118 -1.012 -1.134
C 1.473 -2.576 1.420
C 1.289 -3.751 0.699
C 1.222 -4.972 1.359
C 1.358 -5.026 2.741
C 1.555 -3.855 3.461
C 1.605 -2.635 2.802
H -4.404 -2.028 -5.248
H -3.783 -3.579 -4.635
H -4.476 -1.226 -3.039
H -5.789 -2.580 -1.617
H -5.916 -4.294 0.158
H -3.926 -5.647 0.725
H -1.805 -5.299 -0.514
H -1.684 -3.618 -2.299
H 0.042 -1.503 -6.369
H 2.524 -1.290 -6.097
H 3.470 -1.090 -3.776
H 1.358 -0.430 1.397
H 3.561 -0.076 0.668
H 3.779 -1.851 0.635
H 1.185 -3.722 -0.381
H 1.079 -5.885 0.792
H 1.317 -5.979 3.253
H 1.663 -3.892 4.538
H 1.743 -1.718 3.370
O -2.408 1.268 -1.664
S -3.499 0.587 -0.855
O -4.727 0.345 -1.511
O -2.695 -0.637 -0.427
C -3.745 1.541 0.554
C -4.972 2.172 0.713
C -5.142 2.985 1.820
C -4.096 3.146 2.719
C -2.872 2.514 2.527
C -2.670 1.683 1.435
P -1.061 0.787 1.186
C 0.071 1.956 1.978
C 0.053 3.278 1.517
C 0.809 4.244 2.151
C 1.594 3.899 3.251
C 1.636 2.588 3.690
C 0.875 1.611 3.052
C -1.333 -0.647 2.292
C -1.460 -1.942 1.795
C -1.821 -2.990 2.627
C -2.041 -2.761 3.974
C -1.909 -1.476 4.487
C -1.568 -0.425 3.653
H -5.763 2.020 -0.010
H -6.083 3.496 1.976
H -4.227 3.782 3.585
H -2.075 2.691 3.238
H -0.565 3.553 0.668
H 0.789 5.267 1.796
H 2.173 4.658 3.761
H 2.266 2.315 4.526
H 0.931 0.585 3.394
H -1.303 -2.168 0.752
H -1.917 -3.988 2.216
H -2.314 -3.580 4.627
H -2.091 -1.287 5.538
H -1.506 0.571 4.069
C 4.238 5.005 0.977
C 3.582 4.889 -0.399
C 3.427 3.484 -1.058
C 4.760 2.914 -1.636
C 5.946 2.815 -0.682
C 2.560 3.727 -2.288
O 2.809 4.529 -3.146
N 1.405 2.939 -2.418
C 1.078 1.967 -1.532
O 0.053 1.204 -1.941
N 1.697 1.690 -0.456
C 2.845 2.435 -0.112
O 3.394 2.164 0.929
H 4.009 5.992 1.382
H 5.321 4.920 0.926
H 3.877 4.257 1.681
H 4.129 5.488 -1.127
H 2.580 5.328 -0.346
H 5.017 3.557 -2.477
H 4.541 1.923 -2.054
H 6.390 3.793 -0.504
H 6.716 2.187 -1.131
H 5.670 2.385 0.281
H 0.835 3.100 -3.236
```

## Properties
Charge: +2
Energy above the lowest of the compared OMol25 structures with the same formula, charge and spin: 38.8 kcal/mol
Highest occupied orbital energy: -13.656 eV
Gap between HOMO and LUMO: 6.638 eV
Lowest unoccupied orbital energy: -7.02 eV


# 9
The following is a DFT calculation (wB97M-V/def2-TZVPD) of a 11-piece molecular cluster, C64H111F18N5O15 overall at a distorted geometry.

The geometry in XYZ format:
```
213
C64H111F18N5O15 | the OMol25 dataset | wB97M-V/def2-TZVPD
C 17.184 16.992 22.433
N 17.482 17.427 20.959
C 17.867 18.757 20.722
C 18.433 19.141 19.517
C 18.527 18.134 18.518
C 17.963 16.901 18.720
C 17.464 16.567 19.939
C 19.150 18.383 17.219
C 20.511 18.708 17.296
C 21.225 19.008 16.098
N 20.592 19.092 14.964
C 19.280 18.845 14.800
C 18.562 18.419 15.955
C 21.297 19.578 13.773
H 16.742 17.895 22.914
H 18.103 16.628 22.857
H 16.522 16.135 22.330
H 17.691 19.366 21.640
H 18.873 20.113 19.323
H 17.959 16.033 18.066
H 17.029 15.618 20.150
H 21.049 18.540 18.186
H 22.349 19.171 16.068
H 18.858 19.038 13.721
H 17.491 18.203 15.708
H 22.372 19.573 13.818
H 20.953 20.545 13.553
H 20.987 18.962 12.957
C 9.682 12.763 27.434
C 10.398 11.500 27.019
C 11.907 11.504 27.121
C 12.497 12.730 26.425
N 14.027 12.788 26.341
C 14.358 14.070 25.696
C 14.071 13.815 24.196
C 14.211 12.230 23.993
C 14.561 11.777 25.415
C 14.670 12.638 27.595
H 10.004 13.097 28.415
H 8.591 12.706 27.388
H 10.078 13.682 26.887
H 10.166 11.204 26.020
H 10.098 10.598 27.659
H 12.360 10.589 26.661
H 12.241 11.529 28.156
H 12.193 13.657 26.911
H 12.099 12.919 25.384
H 15.394 14.191 25.866
H 13.784 14.827 26.190
H 14.754 14.381 23.654
H 13.094 14.105 23.904
H 15.042 11.974 23.355
H 13.259 11.801 23.654
H 15.647 11.815 25.539
H 14.186 10.811 25.735
H 15.731 12.735 27.449
H 14.349 11.617 28.054
H 14.220 13.450 28.169
C 18.123 15.582 31.900
C 17.852 17.085 31.669
C 17.819 17.823 30.348
C 16.805 17.338 29.380
N 16.839 17.887 27.968
C 16.217 16.926 27.005
C 16.572 17.491 25.601
C 17.878 18.153 25.839
C 18.148 18.068 27.368
C 16.069 19.161 27.859
H 18.023 15.549 32.992
H 19.168 15.475 31.600
H 17.519 14.796 31.357
H 18.613 17.621 32.196
H 16.887 17.379 32.119
H 18.765 17.766 29.812
H 17.747 18.890 30.651
H 15.878 17.451 29.739
H 17.020 16.224 29.226
H 15.085 16.916 27.335
H 16.742 16.062 27.170
H 15.804 18.157 25.150
H 16.605 16.585 24.996
H 17.721 19.181 25.595
H 18.793 17.865 25.312
H 18.759 18.868 27.837
H 18.722 17.198 27.596
H 15.045 18.926 28.110
H 16.122 19.559 26.867
H 16.494 19.830 28.586
C 13.153 17.811 23.477
C 13.497 16.711 22.387
C 13.035 17.123 21.042
C 13.214 15.977 20.089
N 13.168 16.229 18.608
C 12.690 14.995 17.938
C 13.826 14.011 18.143
C 15.094 14.865 18.102
C 14.605 16.311 18.079
C 12.403 17.445 18.134
H 12.822 18.669 22.893
H 13.989 18.013 24.106
H 12.283 17.568 24.129
H 13.050 15.755 22.711
H 14.539 16.511 22.461
H 13.525 18.012 20.668
H 11.975 17.536 21.088
H 12.489 15.218 20.341
H 14.201 15.546 20.227
H 12.615 15.228 16.838
H 11.732 14.726 18.356
H 13.940 13.312 17.296
H 13.748 13.461 19.198
H 15.765 14.759 17.223
H 15.704 14.634 19.001
H 14.482 16.757 17.089
H 15.034 17.076 18.755
H 12.480 17.469 17.048
H 12.793 18.319 18.625
H 11.379 17.361 18.470
C 17.196 21.466 22.579
O 18.349 21.833 21.638
O 17.210 20.309 23.057
C 17.251 22.577 23.623
F 16.155 22.649 24.404
F 18.219 22.435 24.586
F 17.249 23.796 23.002
C 19.661 21.469 21.877
C 20.429 22.072 20.787
H 20.243 21.702 19.760
H 20.337 23.152 20.670
H 21.498 21.801 20.957
H 19.757 20.398 21.916
H 20.066 21.948 22.826
H 16.363 21.797 21.996
C 12.786 16.266 28.685
O 11.507 16.193 27.699
O 13.565 17.216 28.522
C 12.237 16.092 30.130
F 13.207 15.765 31.051
F 11.560 17.115 30.640
F 11.403 15.029 30.063
C 11.065 17.545 27.478
C 10.059 17.578 26.333
H 10.507 17.402 25.338
H 9.353 16.765 26.448
H 9.486 18.538 26.262
H 11.962 18.118 27.183
H 10.538 17.908 28.343
H 13.310 15.253 28.526
C 16.773 13.619 21.598
O 18.063 14.227 21.284
O 15.821 14.447 21.201
C 16.752 12.280 20.816
F 17.801 11.435 21.007
F 15.632 11.572 21.172
F 16.818 12.504 19.476
C 19.142 13.943 22.174
C 20.508 13.858 21.469
H 21.252 13.565 22.251
H 20.497 13.187 20.616
H 20.756 14.845 21.148
H 18.963 12.966 22.672
H 19.271 14.642 23.039
H 16.781 13.353 22.612
C 13.244 15.926 14.078
O 12.410 14.788 13.630
O 13.122 16.355 15.306
C 14.706 15.519 13.859
F 14.884 15.009 12.601
F 15.552 16.588 14.098
F 15.089 14.612 14.718
C 11.225 15.163 13.060
C 10.748 14.246 11.947
H 9.752 14.685 11.652
H 11.423 14.177 11.060
H 10.561 13.177 12.281
H 11.298 16.159 12.699
H 10.438 15.236 13.811
H 13.014 16.746 13.334
C 19.016 19.066 11.298
O 20.111 18.067 11.481
O 18.788 19.839 12.323
C 19.697 19.808 10.059
F 19.609 19.161 8.880
F 19.042 20.931 9.906
F 20.945 20.217 10.139
C 19.642 16.811 12.069
C 19.910 15.620 11.158
H 20.829 15.695 10.678
H 19.807 14.661 11.665
H 19.100 15.636 10.451
H 18.586 16.928 12.449
H 20.182 16.582 13.013
H 18.105 18.488 11.079
C 18.184 13.247 25.842
O 18.151 11.938 26.418
O 17.027 13.847 25.985
C 19.280 13.986 26.676
F 18.914 14.068 27.987
F 20.417 13.253 26.609
F 19.548 15.213 26.154
C 18.733 10.825 25.773
C 17.815 10.188 24.793
H 18.135 9.227 24.511
H 16.814 10.213 25.351
H 17.725 10.824 23.867
H 19.038 10.184 26.635
H 19.748 11.108 25.311
H 18.503 13.085 24.807
O 25.633 19.217 18.048
C 24.206 19.121 17.748
O 23.611 18.087 18.069
O 23.748 20.096 17.179
H 25.762 20.089 17.537
```

## Properties
Charge: -2
Highest occupied orbital energy: -4.447 eV
Gap between HOMO and LUMO: 7.211 eV
Lowest unoccupied orbital energy: 2.76 eV